Record 1
A cluster of 2 separate species, C5H11NO in total, computed with ωB97M-V/def2-TZVPD.

For the orbital gap, the calculation gives 0.258 hartree. The calculation puts the lowest unoccupied orbital energy at -1.92 eV. As for the multiplicity: 1.

The geometry in XYZ format:
```
18
Properties=species:S:1:pos:R:3:forces:R:3
O 1.700 1.104 -1.546 -1.178 -0.734 1.005
C 0.680 1.420 -0.935 3.154 2.920 -1.742
N -0.209 1.096 0.442 -0.131 -0.526 -2.504
C -0.402 0.312 -0.663 -2.150 -2.026 3.713
C 0.150 -1.123 -0.630 0.999 -0.206 -0.627
C 1.385 -1.245 0.288 -0.404 0.425 -0.453
C 0.432 -1.620 -2.058 0.272 0.438 0.001
H 0.408 2.463 -1.104 -0.479 0.187 0.622
H -4.460 4.269 6.796 0.000 0.000 0.000
H -1.343 0.419 -1.234 0.187 0.014 -0.266
H -4.385 3.570 6.562 0.000 0.000 0.000
H -0.617 -1.772 -0.184 -0.301 0.524 -0.114
H 1.643 -2.287 0.424 0.069 -0.223 0.055
H 2.213 -0.713 -0.165 0.256 -0.152 -0.030
H 1.202 -0.765 1.245 -0.069 -0.174 0.153
H -0.484 -1.651 -2.675 0.395 -0.278 0.299
H 0.971 -2.576 -2.037 -0.473 0.063 -0.107
H 1.118 -0.901 -2.527 -0.149 -0.250 -0.005
```
Forces are in eV/Å.

Record 2
An isolated molecule of C4H6N2, computed with ωB97M-V/def2-TZVPD.

For the orbital gap, the calculation gives 0.311 hartree. The calculation puts the lowest unoccupied orbital energy at 1.02 eV. As for the multiplicity: 1.

The geometry in XYZ format:
```
12
Properties=species:S:1:pos:R:3:forces:R:3
N 2.035 -0.055 0.196 0.029 0.008 -0.058
C 0.646 0.048 0.020 -0.101 0.015 0.033
C -0.197 1.130 0.031 0.061 0.022 0.062
C -1.532 0.616 0.011 -0.022 -0.133 0.070
C -1.453 -0.742 -0.049 -0.073 -0.022 -0.014
N -0.114 -1.088 -0.062 0.149 0.054 0.152
H 2.485 -0.679 -0.460 -0.053 0.050 -0.063
H 2.489 0.847 0.164 -0.062 -0.046 0.032
H 0.102 2.169 0.054 -0.015 -0.131 0.034
H -2.452 1.172 0.090 0.069 0.082 -0.213
H -2.223 -1.492 -0.130 0.069 0.038 0.090
H 0.243 -2.003 0.159 -0.052 0.063 -0.125
```
Forces are in eV/Å.

Record 3
A cluster of 2 separate species, C6H14NO in total, computed with ωB97M-V/def2-TZVPD.

As for the net charge: +1. For the orbital gap, the calculation gives 0.139 hartree. The calculation puts the lowest unoccupied orbital energy at -7.81 eV. As for the multiplicity: 1.

The geometry in XYZ format:
```
22
Properties=species:S:1:pos:R:3:forces:R:3
C -1.759 -0.601 -0.116 1.193 -0.692 -1.291
O -0.563 -1.523 -0.288 -1.076 1.857 1.304
C -1.668 0.190 1.163 2.264 1.721 -0.593
C -0.987 1.546 1.294 -1.408 -0.339 -1.980
C 0.423 1.444 1.996 0.658 -2.095 -2.961
C 2.604 1.274 0.639 -1.323 -0.714 0.016
C 1.378 0.783 0.829 -0.897 0.976 2.013
N 0.401 -2.436 -3.877 -0.037 -0.968 -4.703
H -2.499 -1.377 -0.143 -1.328 0.492 0.308
H -1.794 0.048 -1.013 0.091 -0.408 0.623
H -0.672 -2.116 0.472 0.450 -0.440 -0.308
H -1.963 -0.310 2.069 -0.287 -0.129 0.501
H -0.747 1.952 0.277 -0.703 -0.331 0.735
H -1.681 2.276 1.819 0.646 -0.942 -0.113
H 0.775 2.404 2.309 -0.004 0.510 0.179
H 0.245 0.773 2.787 0.535 -0.659 1.419
H 3.211 0.904 -0.169 0.354 -0.064 0.029
H 2.972 2.023 1.316 0.270 0.383 -0.135
H 0.918 -0.071 0.288 0.572 0.858 0.219
H 0.595 -1.592 -4.406 0.048 -1.076 -0.597
H 0.369 -2.186 -2.982 -0.125 -0.028 4.438
H 0.441 -3.407 -4.266 0.109 2.087 0.897
```
Forces are in eV/Å.

Question: The lowest orbital gap belongs to which entry?
Answer: C6H14NO

Question: lowest unoccupied orbital energy of number 3 (C6H14NO)?
Answer: -7.81 eV